A structure of composition C20H39As3N4O2Pb. Source: the Open Molecules 2025 dataset; level of theory: wB97M-V/def2-TZVPD.

E_LUMO (alpha / beta) ... -7.5808 / -10.3323 eV
Max |F| ... 0.21 eV Å⁻¹
<S²> ... 0.75
Orbital gap (alpha / beta) ... 8.7344 / 5.9946 eV
Net charge ... +3
Multiplicity ... 2
HOMO level (alpha / beta) ... -0.59957 / -0.60000 hartree

Each line ends with the Löwdin charge.
Element x y z (Å)
1 Pb 0.621 0.329 1.548  1.1796
2 As 0.145 1.310 -1.115  1.0472
3 As -2.485 1.028 1.351  1.0195
4 As -3.708 -2.241 -1.589  1.3874
5 O -0.144 -2.049 0.484  -0.1236
6 O 2.348 1.942 1.170  -0.4150
7 N 2.066 -1.555 0.498  0.0473
8 N 4.403 -1.704 0.327  0.2488
9 N 3.248 2.530 1.969  -0.1958
10 N 2.987 -3.562 0.070  -0.0693
11 C 3.206 -2.271 0.295  -0.3740
12 C 4.624 2.528 3.891  -0.0037
13 C -3.838 -2.931 0.204  -0.2201
14 C 3.701 1.913 3.075  -0.0156
15 C -2.320 -0.872 -1.724  -0.3089
16 C -3.841 0.809 -2.776  -0.0576
17 C 5.093 3.792 3.564  -0.0053
18 C -2.564 2.959 1.607  -0.2876
19 C -3.532 0.869 -0.318  -0.3406
20 C 1.101 0.262 -2.438  -0.2642
21 C 1.034 -2.408 0.367  -0.5317
22 C 3.688 3.755 1.631  0.0174
23 C 0.836 3.094 -1.414  -0.2646
24 C -3.395 -3.675 -2.828  -0.2291
25 C 1.554 -3.803 0.088  -0.0021
26 C 4.616 4.406 2.415  0.0060
27 C -3.832 0.460 2.637  -0.2868
28 C -1.649 1.539 -1.907  -0.3099
29 C 3.986 -4.597 -0.162  0.0220
30 C -2.824 0.574 -1.648  -0.6904
31 H -2.818 -2.999 0.590  0.0412
32 H 3.297 0.929 3.263  0.1200
33 H 3.596 -5.544 0.204  0.1083
34 H 4.968 2.012 4.776  0.1312
35 H -1.922 3.470 0.888  0.0165
36 H 1.190 -4.188 -0.867  0.1517
37 H 0.795 -0.782 -2.393  0.0197
38 H -2.459 -4.158 -2.541  0.0540
39 H 4.222 -4.691 -1.222  0.1098
40 H 4.952 5.389 2.118  0.1336
41 H -2.223 3.204 2.612  0.0381
42 H -1.441 1.572 -2.980  0.0940
43 H -4.302 -3.915 0.170  0.0539
44 H -3.586 3.315 1.485  0.0478
45 H -3.438 0.513 -3.746  0.1006
46 H 3.258 4.159 0.728  0.1420
47 H -4.113 1.863 -2.836  0.1063
48 H -1.956 2.551 -1.628  0.0910
49 H 4.464 -0.707 0.443  0.1258
50 H -3.323 -3.282 -3.840  0.0505
51 H -4.806 0.865 2.366  0.0480
52 H 5.242 -2.211 0.102  0.1292
53 H -4.300 0.111 -0.131  0.0594
54 H -1.832 -1.056 -2.685  0.0951
55 H -4.433 -2.267 0.826  0.0298
56 H -3.880 -0.626 2.683  0.0168
57 H 1.921 3.042 -1.444  0.0329
58 H -4.212 -4.392 -2.761  0.0544
59 H 0.911 0.661 -3.434  0.0508
60 H 0.457 3.468 -2.365  0.0524
61 H -1.625 -1.130 -0.916  0.0378
62 H 5.817 4.289 4.193  0.1334
63 H 4.891 -4.380 0.403  0.0995
64 H -3.558 0.832 3.623  0.0405
65 H 0.529 3.757 -0.608  0.0350
66 H -4.077 1.811 -0.416  0.0946
67 H 1.267 -4.496 0.882  0.1576
68 H -4.765 0.252 -2.599  0.0802
69 H 2.166 0.329 -2.222  0.0373

Cartesian forces (eV/Å) of the 2 atoms listed first:
Pb -0.083 -0.037 0.007
As -0.038 -0.078 0.059

=====

A structure of composition C43H41N3O10P2PbSTe. Source: the Open Molecules 2025 dataset; level of theory: wB97M-V/def2-TZVPD.

E_LUMO (alpha / beta) ... 3.6863 / 3.6823 eV
Max |F| ... 0.69 eV Å⁻¹
ΔE to the lowest compared entry with this formula, charge and spin ... 0.000 eV
Orbital gap (alpha / beta) ... 4.5827 / 5.1607 eV
Net charge ... -2
Multiplicity ... 1
HOMO level (alpha / beta) ... -0.03294 / -0.05433 hartree

Each line ends with the Löwdin charge.
Element x y z (Å)
1 Pb -0.330 0.029 -0.260  1.6393
2 Te 1.512 -4.779 -1.899  1.2274
3 S -0.155 -3.400 2.213  0.7474
4 P 0.793 3.512 -1.446  0.3390
5 P -0.099 3.315 1.359  0.4689
6 O 1.685 4.398 -2.225  -0.3074
7 O -0.602 4.216 2.597  -0.1167
8 O -2.404 -0.117 -1.334  -0.2367
9 O -1.374 -3.637 3.054  -0.6481
10 O 1.324 2.245 -0.799  -0.4373
11 O -0.564 3.103 -2.262  -0.1707
12 O 1.407 3.023 1.747  -0.1289
13 O -6.134 0.117 -3.000  0.0551
14 O -0.987 2.136 1.199  -0.3833
15 O -1.423 4.801 -0.381  -0.0755
16 N 0.080 -1.983 -1.865  -0.1096
17 N 2.414 -0.702 1.037  0.0845
18 N 0.250 -1.853 2.021  -0.4411
19 C -3.980 2.889 0.029  -0.0691
20 C 4.142 -2.714 -4.661  -0.1145
21 C 3.352 1.112 -4.137  -0.1081
22 C 3.075 -0.417 2.222  -0.2533
23 C -1.451 -0.785 -3.408  -0.1344
24 C -4.897 1.078 -1.265  -0.1537
25 C -3.062 -1.362 -6.820  -0.0709
26 C -0.919 1.365 4.471  -0.1300
27 C -0.121 -0.985 -2.757  -0.3978
28 C -0.107 -0.840 2.919  -0.3598
29 C 2.226 -3.644 -3.518  -0.5766
30 C 0.866 0.011 3.484  -0.1138
31 C 0.420 1.119 4.221  -0.0693
32 C 4.475 0.081 4.603  -0.1215
33 C 0.690 5.723 0.279  -0.0816
34 C 3.451 0.088 -3.196  -0.0961
35 C 3.304 -2.059 -5.556  -0.1036
36 C -5.757 0.771 -0.221  -0.0327
37 C 2.330 -0.596 -2.762  -0.0714
38 C -0.981 -2.944 -1.659  -0.3528
39 C 4.473 -0.324 2.243  -0.0450
40 C 2.353 -0.170 3.405  -0.1062
41 C 3.607 -3.498 -3.648  -0.1820
42 C 2.097 1.428 -4.647  -0.0977
43 C -2.551 -0.343 -2.600  -0.3352
44 C -3.803 -0.186 -3.250  -0.0700
45 C -5.013 0.300 -2.548  -0.3024
46 C 1.929 -2.207 -5.433  -0.0889
47 C -1.648 -1.090 -4.737  0.0033
48 C 0.965 0.748 -4.226  -0.0733
49 C -2.899 -0.979 -5.369  -0.2757
50 C 1.391 -2.997 -4.424  -0.1437
51 C 1.043 -0.273 -3.250  -0.2238
52 C -0.561 -4.332 -2.156  -0.4911
53 C 5.170 -0.071 3.410  -0.1211
54 C -0.070 4.451 -0.067  -0.5713
55 C -4.013 2.144 -1.138  -0.0242
56 C -4.824 2.560 1.086  -0.0890
57 C -1.465 -0.590 3.198  -0.0540
58 C 3.089 0.032 4.576  -0.0582
59 C -5.713 1.500 0.960  -0.0926
60 C -3.949 -0.530 -4.604  0.0022
61 C -1.869 0.483 3.968  -0.0960
62 H 3.719 -1.423 -6.328  0.0988
63 H -1.741 4.153 -1.024  0.0493
64 H 0.760 6.340 -0.617  0.0787
65 H 1.652 -1.370 1.189  -0.0057
66 H -1.255 3.688 3.078  0.0624
67 H -3.332 2.368 -1.952  0.1160
68 H -2.926 0.646 4.149  0.0976
69 H 3.014 -0.930 0.260  0.0781
70 H 4.422 -0.175 -2.791  0.1025
71 H 0.164 6.268 1.066  0.0766
72 H -1.213 2.240 5.039  0.0913
73 H 0.316 -3.074 -4.333  0.0788
74 H 1.702 5.490 0.613  0.0834
75 H 1.265 -1.695 -6.120  0.0997
76 H 5.217 -2.591 -4.734  0.0968
77 H 1.160 1.819 4.587  0.1119
78 H 6.252 -0.011 3.389  0.0886
79 H 4.271 -3.982 -2.938  0.0845
80 H 4.999 0.241 5.537  0.0840
81 H -1.080 -5.128 -1.622  0.0337
82 H -1.211 -3.040 -0.598  0.0748
83 H -6.370 1.239 1.782  0.0909
84 H 1.996 2.228 -5.372  0.0983
85 H -2.784 -2.407 -6.989  0.0701
86 H -3.275 3.708 0.137  0.0822
87 H -0.333 2.480 -2.974  0.0542
88 H 2.542 0.158 5.503  0.1068
89 H -6.450 -0.054 -0.337  0.1112
90 H 0.002 0.999 -4.659  0.1063
91 H 2.410 -1.404 -2.043  0.0916
92 H 5.007 -0.471 1.309  0.1025
93 H -4.773 3.125 2.009  0.0941
94 H 4.230 1.657 -4.457  0.0877
95 H -0.771 -4.449 -3.219  0.0350
96 H -4.097 -1.237 -7.142  0.0653
97 H -0.788 -1.429 -5.316  0.1050
98 H -2.430 -0.752 -7.473  0.0695
99 H -2.194 -1.261 2.769  0.1016
100 H 1.798 2.556 0.964  0.0653
101 H -4.938 -0.417 -5.036  0.1128
102 H -1.911 -2.687 -2.172  0.1085

Cartesian forces (eV/Å) of the 2 atoms listed first:
Pb 0.187 0.075 -0.067
Te -0.071 -0.016 -0.016

=====

A cluster of 10 separate species, C43H58F24N4O9 in total. Source: the Open Molecules 2025 dataset; level of theory: wB97M-V/def2-TZVPD.

E_LUMO ... 0.0116 eV
Max |F| ... 5.91 eV Å⁻¹
Orbital gap ... 9.8094 eV
SMILES string ... FC(F)C(F)(F)COC(F)(F)C(F)F.FC(F)C(F)(F)COC(F)(F)C(F)F.FC(F)C(F)(F)COC(F)(F)C(F)F.O=C1CCCO1.O=C1CCCO1.O=C1CCCO1.CCCC#N.CCCC#N.CCCC#N.CCCC#N
Multiplicity ... 1
HOMO level ... -0.36006 hartree

Each line ends with the Löwdin charge.
Element x y z (Å)
1 F 4.882 -0.109 4.622  0.1062
2 F 3.320 1.286 7.389  0.1623
3 F 2.435 -0.054 6.026  0.1549
4 F 0.873 1.236 3.170  0.0839
5 F -2.108 -0.260 -5.656  0.1693
6 F -5.038 -0.676 -5.496  0.1262
7 F 0.041 3.024 2.350  0.1502
8 F -0.963 3.779 -2.686  0.1735
9 F -2.995 -2.167 -6.030  0.1208
10 F -0.002 -3.123 -2.251  0.1572
11 F -4.785 -1.596 -3.600  0.0552
12 F 0.503 5.191 -3.555  0.1538
13 F -0.536 5.962 1.399  0.0725
14 F 2.419 -4.230 -3.193  0.0871
15 F 2.224 -2.448 -4.299  0.1310
16 F -2.062 5.764 -4.392  0.1902
17 F 5.713 1.029 6.211  0.1584
18 F 2.644 6.213 -0.239  0.1153
19 F 0.211 4.016 5.115  0.1586
20 F -0.587 -4.379 -3.727  0.1586
21 F -1.372 7.387 -3.105  0.0671
22 F 1.232 7.075 2.131  0.0955
23 F 1.959 4.004 3.819  0.1727
24 F 2.096 4.668 1.119  0.0836
25 O -0.239 5.504 -1.397  -0.0264
26 O -2.992 2.412 1.363  -0.0160
27 O -2.173 -2.540 3.336  0.0236
28 O 1.864 2.521 5.408  0.0063
29 O -2.662 -4.161 4.710  0.1090
30 O -0.372 3.244 -6.620  0.0907
31 O 1.017 2.575 -5.007  0.0257
32 O -0.528 -2.173 -4.156  0.0145
33 O -2.878 0.751 -0.110  0.0778
34 N -6.277 -3.167 2.565  0.1256
35 N 2.525 0.320 -1.490  0.1756
36 N -1.246 -6.525 1.593  0.1207
37 N 5.692 -0.087 -4.388  0.1493
38 C -1.708 6.031 -3.209  -0.3346
39 C -3.104 -1.865 5.416  -0.0498
40 C 5.572 -0.745 -3.499  -0.2531
41 C 0.302 0.384 -0.097  -0.1297
42 C -3.546 1.654 0.386  -0.4148
43 C 0.857 -4.297 3.420  -0.2572
44 C -3.608 3.613 1.663  -0.1625
45 C 0.497 2.498 -6.205  -0.5095
46 C -2.734 -1.241 -5.081  -0.4823
47 C 4.734 0.236 5.901  -0.3964
48 C 0.614 6.594 1.039  -0.2750
49 C -4.534 3.799 0.484  -0.1344
50 C 1.559 5.571 0.238  -0.3952
51 C -4.165 -2.218 -0.428  -0.1123
52 C 1.084 -5.654 2.698  -0.1527
53 C 6.659 -2.348 -1.830  -0.2287
54 C 5.396 -1.559 -2.269  -0.1972
55 C 0.152 -3.295 -3.545  -0.4865
56 C -1.879 -1.835 -3.973  -0.0803
57 C -4.827 2.386 -0.034  -0.0507
58 C 7.907 -1.401 -1.746  -0.0928
59 C -2.646 -2.987 4.469  -0.5364
60 C 0.961 1.288 -6.984  -0.0802
61 C -3.067 -0.709 4.465  -0.1884
62 C -5.474 -3.618 1.866  -0.2006
63 C -0.270 -6.095 2.095  -0.1789
64 C -0.588 5.048 -2.772  -0.4633
65 C -4.289 -3.699 -0.381  -0.2874
66 C -0.222 -1.090 0.115  -0.2342
67 C 1.094 3.251 4.458  -0.5254
68 C 3.411 0.840 6.155  -0.5201
69 C 0.890 4.775 -0.909  -0.0629
70 C -4.409 -4.269 1.005  -0.1710
71 C 1.543 0.377 -0.877  -0.2214
72 C -4.160 -0.765 -4.522  -0.2801
73 C 1.587 0.493 -5.905  -0.1539
74 C 2.145 -3.862 4.181  -0.1050
75 C 1.712 1.396 -4.638  -0.1218
76 C 3.240 2.072 5.243  -0.0138
77 C 1.583 -3.556 -4.029  -0.2990
78 C 0.258 2.416 3.459  -0.3340
79 C 0.774 -2.155 0.388  -0.1079
80 C -2.170 -1.032 3.307  -0.0945
81 H 4.906 -0.725 6.387  0.1782
82 H -2.512 5.882 -2.488  0.1615
83 H 1.135 1.014 -3.796  0.1027
84 H -4.648 -5.323 0.863  0.1196
85 H 0.464 3.867 -0.481  0.1259
86 H 0.089 0.812 -7.434  0.1298
87 H -4.863 2.345 -1.123  0.1260
88 H -5.158 -1.854 -0.166  0.0835
89 H -3.988 0.225 -4.101  0.1637
90 H -4.022 -0.507 3.980  0.1193
91 H -4.138 -2.159 5.602  0.1306
92 H 6.446 -2.888 -0.907  0.1010
93 H 1.350 -1.834 1.257  0.0804
94 H -3.328 -1.855 0.169  0.0594
95 H -0.694 2.283 3.973  0.1672
96 H 0.565 -3.403 2.869  0.0715
97 H -3.958 -1.852 -1.434  0.0478
98 H -2.819 4.290 1.990  0.1306
99 H -0.407 1.116 -0.485  0.1018
100 H 8.794 -2.031 -1.683  0.0689
101 H 0.199 -4.438 4.278  0.1003
102 H -5.127 -4.073 -0.969  0.1154
103 H -1.167 -0.627 3.435  0.1128
104 H 1.437 -6.325 3.482  0.1105
105 H -0.723 -1.402 -0.802  0.0870
106 H 2.988 -4.024 3.509  0.0633
107 H 0.349 7.477 0.459  0.1668
108 H 1.891 -5.696 1.967  0.1087
109 H 7.885 -0.761 -2.628  0.0550
110 H -2.828 0.206 5.006  0.1142
111 H 1.654 4.484 -1.630  0.1485
112 H -1.991 -1.137 -3.143  0.1394
113 H 3.421 1.786 4.207  0.1389
114 H -4.214 3.343 2.528  0.1292
115 H 2.566 0.072 -6.132  0.1164
116 H 1.623 -4.219 -4.893  0.1760
117 H -5.503 4.270 0.652  0.1196
118 H 2.755 1.627 -4.423  0.1210
119 H 5.066 -0.918 -1.451  0.0946
120 H 4.511 -2.180 -2.407  0.0920
121 H 6.807 -3.070 -2.633  0.1008
122 H -3.457 -4.161 1.523  0.0974
123 H 1.413 -2.265 -0.488  0.0659
124 H 0.753 0.773 0.816  0.0929
125 H 1.742 1.654 -7.650  0.1350
126 H -4.095 4.371 -0.333  0.1113
127 H 7.842 -0.642 -0.966  0.0711
128 H -2.418 -2.759 -3.767  0.1435
129 H 2.194 -2.797 4.405  0.0629
130 H -0.998 -1.053 0.880  0.0730
131 H -3.443 -4.139 -0.909  0.1105
132 H 3.850 2.948 5.463  0.1508
133 H 0.824 -0.242 -5.650  0.0934
134 H -2.517 -0.687 2.332  0.0978
135 H -5.600 1.791 0.453  0.1343
136 H 0.368 -3.118 0.696  0.0727
137 H -2.566 -1.620 6.332  0.1301
138 H 2.331 -4.547 5.009  0.0734

Cartesian forces (eV/Å) of the 2 atoms listed first:
F -0.366 0.157 -2.002
F 0.386 0.337 2.228

=====

A structure of composition C26H35BrN4O6PRuS. Source: the Open Molecules 2025 dataset; level of theory: wB97M-V/def2-TZVPD.

E_LUMO (alpha / beta) ... -0.2935 / -2.5381 eV
Max |F| ... 1.66 eV Å⁻¹
<S²> ... 8.79
Orbital gap (alpha / beta) ... 7.4077 / 5.6840 eV
Multiplicity ... 6
HOMO level (alpha / beta) ... -0.28301 / -0.30216 hartree

Each line ends with the Löwdin charge.
Element x y z (Å)
1 Ru 0.244 -0.193 0.449  1.3264
2 Br -0.083 0.143 3.031  0.1715
3 S 0.497 0.112 -2.377  0.6730
4 P -2.538 -1.842 -0.515  0.3231
5 O -3.092 -1.485 -1.841  -0.2346
6 O -3.724 -1.985 0.511  -0.1316
7 O 1.518 2.794 -0.270  0.0426
8 O -0.399 1.739 0.266  -0.2548
9 O -1.570 -0.742 0.007  -0.4421
10 O -1.715 -3.175 -0.450  -0.1696
11 N -0.861 2.427 -2.947  -0.1018
12 N -2.144 0.742 -2.551  0.0874
13 N 1.716 -2.917 -0.171  0.0579
14 N 2.231 0.305 0.793  -0.1598
15 C 0.237 5.287 0.046  -0.0267
16 C 2.501 0.515 2.053  -0.1909
17 C -2.165 2.869 -3.064  -0.0514
18 C -1.831 -4.317 -1.361  -0.6041
19 C 1.090 -1.968 0.033  -0.4137
20 C 3.216 0.308 -0.127  -0.0905
21 C 4.789 0.732 1.601  -0.0036
22 C -2.966 1.810 -2.813  -0.0453
23 C 3.769 0.742 2.536  -0.0453
24 C 0.316 3.244 -3.190  -0.0171
25 C -1.839 4.069 0.108  -0.0299
26 C -3.712 -2.027 1.968  -0.6062
27 C -2.532 -2.829 2.493  -0.0353
28 C -3.291 -4.715 -1.522  -0.0267
29 C -1.193 -3.946 -2.689  -0.0226
30 C -2.539 5.267 0.123  -0.0759
31 C -5.022 -2.710 2.326  -0.0267
32 C -0.449 4.078 0.064  -0.1474
33 C -0.858 1.114 -2.624  -0.7384
34 C 0.335 2.795 0.015  -0.5846
35 C -1.853 6.473 0.106  -0.0865
36 C -3.699 -0.595 2.479  -0.0410
37 C 5.613 0.508 -0.794  -0.0342
38 C -1.048 -5.417 -0.668  -0.0251
39 C 4.524 0.519 0.245  -0.2293
40 C -0.464 6.483 0.070  -0.0776
41 H -1.580 -2.425 2.151  0.0387
42 H -3.622 5.259 0.156  0.1030
43 H -1.189 -4.818 -3.345  0.0918
44 H -5.181 -2.674 3.404  0.0921
45 H -4.578 -0.061 2.116  0.0923
46 H -0.164 -3.621 -2.529  0.0815
47 H 0.163 4.225 -2.744  0.0924
48 H -3.871 -3.909 -1.972  0.0798
49 H -2.447 -0.220 -2.334  0.0377
50 H -1.497 -5.651 0.298  0.0849
51 H -0.017 -5.103 -0.506  0.0723
52 H 3.951 0.907 3.588  0.1078
53 H -3.705 -0.589 3.570  0.0928
54 H 6.597 0.511 -0.328  0.0776
55 H -2.533 -2.792 3.583  0.0971
56 H 0.071 7.424 0.063  0.1019
57 H -3.352 -5.590 -2.169  0.0929
58 H -2.596 -3.870 2.172  0.0851
59 H -2.400 3.891 -3.300  0.1260
60 H 1.319 5.268 0.012  0.1178
61 H 0.486 3.345 -4.261  0.0983
62 H 1.171 2.766 -2.722  0.0585
63 H -2.807 -0.068 2.141  0.0189
64 H -3.728 -4.966 -0.554  0.0874
65 H 5.539 1.384 -1.440  0.0884
66 H -5.009 -3.753 2.005  0.0847
67 H -5.851 -2.208 1.827  0.0901
68 H -1.054 -6.316 -1.286  0.0915
69 H 2.918 0.155 -1.155  0.0799
70 H -2.400 7.407 0.126  0.1012
71 H -1.747 -3.141 -3.169  0.0787
72 H -4.037 1.731 -2.786  0.1235
73 H 5.534 -0.376 -1.426  0.0874
74 H 5.812 0.890 1.924  0.1206
75 H -2.357 3.120 0.134  0.1138

Cartesian forces (eV/Å) of the 2 atoms listed first:
Ru -1.184 0.952 -0.671
Br 0.100 -0.146 0.073

=====

Electronic energy values, unit a.u., following the record order: -8054.2227; -4121.9358; -4966.1109; -5090.7543.